Here is a molecular structure, C47H58BrCl2N2O3PS2Ti from the Open Molecules 2025 dataset. Energies are from ωB97M-V with the def2-TZVPD basis set.

ΔE to the lowest compared entry with this formula, charge and spin (kcal/mol): 33.1
Total charge: 0
LUMO energy (Eh): -0.00036
E (a.u.): -7642.7291

Cartesian coordinates (Å):
Br1 6.24 0.88 1.96
Ti1 -0.33 0.44 0.09
Cl1 -4.67 2.36 0.13
Cl2 -6.19 -1.19 3.87
S1 -0.49 2.29 1.69
S2 -1.68 -2.73 -0.13
P1 2.89 -2.60 -1.07
O1 1.55 -2.04 -0.67
O2 -0.53 -0.82 1.29
O3 -2.22 0.67 -0.03
N1 -0.36 2.32 -1.24
N2 -1.14 -0.42 -2.29
C1 -2.84 -1.93 -1.22
C2 1.57 -5.07 -0.80
C3 4.09 0.33 -4.33
C4 -3.84 -1.34 2.54
C5 -1.63 -1.66 1.42
C6 2.40 -5.43 -3.62
C7 3.46 -5.06 -2.58
C8 -1.08 0.84 -3.06
C9 -3.47 -0.55 -3.07
C10 3.05 -1.95 -3.90
C11 -5.01 -0.64 2.72
C12 4.44 0.84 1.35
C13 -2.90 -0.90 1.62
C14 -5.15 -1.86 -1.96
C15 3.44 0.43 2.21
C16 5.32 -0.39 -3.78
C17 4.09 -2.36 0.27
C18 -5.26 0.51 1.98
C19 -4.79 -0.98 -2.96
C20 0.59 3.32 0.75
C21 -2.48 -0.98 -2.18
C22 -4.16 -2.35 -1.12
C23 2.90 -4.44 -1.28
C24 1.45 4.23 1.37
C25 -1.60 3.14 -1.32
C26 -4.32 0.94 1.07
C27 -0.01 1.79 -2.57
C28 2.13 0.36 1.74
C29 1.50 3.98 -1.39
C30 1.29 -6.26 -3.00
C31 -0.23 -1.40 -2.92
C32 3.43 -2.76 1.60
C33 4.16 1.19 0.05
C34 1.78 0.68 0.41
C35 5.68 -3.48 2.56
C36 5.74 -4.10 1.17
C37 3.01 -0.68 -4.76
C38 3.49 -1.58 -2.48
C39 4.42 -2.60 2.75
C40 2.36 4.86 -0.76
C41 2.33 5.00 0.62
C42 0.60 -5.44 -1.92
C43 2.84 1.11 -0.39
C44 4.98 -1.19 -2.51
C45 5.46 -3.07 0.08
C46 -3.11 0.26 0.86
C47 0.63 3.20 -0.64
H1 4.21 -4.41 -3.02
H2 2.67 1.40 -1.42
H3 0.10 2.60 -3.31
H4 1.53 3.88 -2.47
H5 0.96 1.28 -2.50
H6 1.81 -5.98 -0.24
H7 3.63 -4.70 -0.51
H8 4.37 0.97 -5.18
H9 1.43 4.30 2.45
H10 1.37 0.04 2.44
H11 2.02 -0.21 -4.68
H12 6.58 -2.87 2.71
H13 3.69 1.00 -3.56
H14 4.94 1.54 -0.61
H15 3.06 5.45 -1.35
H16 5.01 -4.92 1.10
H17 6.11 0.33 -3.56
H18 -3.65 -2.23 3.13
H19 -0.91 0.63 -4.12
H20 -6.17 -2.19 -1.85
H21 0.18 -4.54 -2.37
H22 5.53 -3.55 -0.90
H23 5.71 -4.27 3.31
H24 -1.47 -2.40 2.20
H25 -4.41 -3.08 -0.35
H26 5.71 -1.05 -4.56
H27 3.93 -2.83 3.70
H28 2.08 -2.44 -3.91
H29 -0.12 -2.26 -2.27
H30 -2.46 2.54 -1.60
H31 5.22 -0.61 -1.62
H32 2.99 5.70 1.11
H33 2.55 -2.12 1.76
H34 -6.18 1.06 2.12
H35 1.08 -4.38 -0.11
H36 0.75 -0.94 -3.02
H37 0.57 -6.57 -3.76
H38 3.14 -0.95 -5.81
H39 2.89 -5.98 -4.44
H40 2.92 -0.68 -2.21
H41 -1.44 3.96 -2.03
H42 3.77 -2.66 -4.33
H43 3.66 0.16 3.23
H44 5.60 -2.09 -2.48
H45 1.71 -7.17 -2.56
H46 3.06 -3.79 1.56
H47 6.72 -4.55 1.00
H48 -0.61 -1.69 -3.91
H49 6.26 -2.32 0.11
H50 4.71 -1.54 2.80
H51 -1.80 3.54 -0.33
H52 1.96 -4.54 -4.06
H53 -3.23 0.12 -3.88
H54 -2.04 1.34 -2.98
H55 4.24 -1.27 0.31
H56 -5.52 -0.61 -3.66
H57 -0.24 -5.99 -1.49
H58 3.98 -5.98 -2.30

Löwdin population analysis, charges in e, atoms 1 to 99:
1 Br 0.74
2 Ti 0.99
3 Cl 0.74
4 Cl 0.66
5 S 0.79
6 S 1.04
7 P 0.84
8 O -0.35
9 O -0.30
10 O -0.27
11 N -0.22
12 N -0.14
13 C -0.45
14 C -0.19
15 C -0.19
16 C -0.05
17 C -0.50
18 C -0.20
19 C -0.18
20 C -0.17
21 C -0.02
22 C -0.20
23 C -0.66
24 C -0.71
25 C -0.16
26 C -0.07
27 C -0.15
28 C -0.18
29 C -0.33
30 C -0.12
31 C -0.06
32 C -0.58
33 C -0.23
34 C -0.09
35 C -0.31
36 C -0.09
37 C -0.06
38 C -0.55
39 C -0.16
40 C -0.14
41 C -0.04
42 C -0.20
43 C -0.07
44 C -0.19
45 C -0.15
46 C -0.23
47 C -0.18
48 C -0.20
49 C -0.18
50 C -0.34
51 C -0.18
52 C -0.08
53 C -0.08
54 C -0.20
55 C -0.13
56 C -0.17
57 C -0.18
58 C -0.36
59 C -0.31
60 H 0.09
61 H 0.07
62 H 0.13
63 H 0.11
64 H 0.11
65 H 0.12
66 H 0.08
67 H 0.11
68 H 0.11
69 H 0.09
70 H 0.09
71 H 0.10
72 H 0.10
73 H 0.10
74 H 0.10
75 H 0.10
76 H 0.11
77 H 0.12
78 H 0.13
79 H 0.11
80 H 0.10
81 H 0.09
82 H 0.10
83 H 0.12
84 H 0.11
85 H 0.11
86 H 0.11
87 H 0.08
88 H 0.03
89 H 0.05
90 H 0.09
91 H 0.10
92 H 0.09
93 H 0.11
94 H 0.08
95 H 0.06
96 H 0.11
97 H 0.11
98 H 0.11
99 H 0.08

***

Here is a molecular structure, C46H28AlF4N6P2S2 from the Open Molecules 2025 dataset. Energies are from ωB97M-V with the def2-TZVPD basis set.

ΔE to the lowest compared entry with this formula, charge and spin (kcal/mol): 26.3
Total charge: +1
LUMO energy (Eh): -0.17452
E (a.u.): -4219.0384

Cartesian coordinates (Å):
S1 9.50 -16.99 -10.37
S2 13.92 -19.79 -10.20
P1 13.84 -17.88 -10.77
P2 11.14 -16.44 -11.55
Al1 11.53 -19.63 -11.11
F1 8.60 -14.35 -11.01
F2 8.05 -20.86 -10.95
F3 4.92 -17.99 -12.66
F4 4.33 -15.47 -12.82
N1 4.23 -12.71 -13.59
N2 6.54 -20.76 -13.73
N3 11.17 -20.89 -9.60
N4 8.26 -11.63 -11.99
N5 11.77 -21.37 -12.17
N6 9.81 -19.66 -11.75
C1 11.91 -14.86 -10.99
C2 16.85 -17.11 -14.12
C3 6.43 -13.36 -12.40
C4 9.28 -17.03 -15.27
C5 11.80 -14.51 -9.68
C6 10.20 -22.82 -7.92
C7 12.15 -17.82 -11.30
C8 13.82 -17.07 -8.13
C9 14.12 -16.28 -7.05
C10 6.59 -14.70 -12.18
C11 12.84 -14.30 -11.88
C12 9.41 -24.07 -9.91
C13 10.53 -15.00 -13.80
C14 12.48 -13.36 -9.26
C15 10.00 -14.77 -15.04
C16 9.99 -22.94 -9.33
C17 6.74 -19.91 -12.97
C18 15.48 -17.00 -14.36
C19 15.00 -15.20 -7.21
C20 7.42 -12.38 -12.03
C21 10.76 -21.72 -7.43
C22 9.33 -15.79 -15.79
C23 14.54 -17.29 -13.36
C24 11.17 -20.68 -8.31
C25 5.60 -15.78 -12.52
C26 15.01 -17.53 -12.10
C27 5.20 -12.97 -13.00
C28 9.88 -17.27 -14.00
C29 16.40 -17.59 -11.84
C30 7.80 -15.28 -11.53
C31 15.56 -14.96 -8.43
C32 14.32 -16.76 -9.40
C33 13.52 -13.12 -11.39
C34 8.59 -19.77 -11.61
C35 15.13 -15.63 -9.59
C36 10.20 -23.42 -12.02
C37 10.46 -16.24 -13.24
C38 8.09 -16.60 -11.30
C39 10.63 -22.00 -10.12
C40 9.44 -24.28 -11.24
C41 5.92 -17.09 -12.53
C42 17.32 -17.36 -12.85
C43 7.20 -17.55 -11.99
C44 13.30 -12.64 -10.10
C45 7.46 -18.91 -12.20
C46 10.86 -22.32 -11.49
H1 11.36 -21.12 -13.06
H2 18.42 -17.37 -12.64
H3 9.87 -23.61 -7.21
H4 11.61 -19.66 -8.06
H5 9.88 -13.79 -15.41
H6 13.03 -14.62 -12.86
H7 9.80 -18.25 -13.62
H8 13.49 -17.24 -13.55
H9 10.88 -21.60 -6.35
H10 12.39 -13.10 -8.17
H11 10.24 -23.57 -13.08
H12 13.90 -11.80 -9.78
H13 8.86 -25.09 -11.73
H14 8.81 -17.89 -15.72
H15 13.20 -17.92 -8.01
H16 16.74 -17.86 -10.87
H17 13.63 -16.39 -6.13
H18 14.14 -12.67 -12.12
H19 15.07 -14.57 -6.30
H20 15.40 -15.30 -10.56
H21 11.06 -15.02 -9.01
H22 17.54 -17.01 -14.95
H23 8.88 -15.60 -16.76
H24 10.86 -14.16 -13.23
H25 8.99 -24.83 -9.26
H26 16.20 -14.12 -8.45
H27 15.16 -16.89 -15.42
H28 12.73 -21.67 -12.20

List of Löwdin charges in e, atom by atom:
1 S 0.89
2 S 0.46
3 P 0.52
4 P 0.75
5 Al -0.11
6 F 0.08
7 F 0.05
8 F 0.12
9 F 0.12
10 N 0.22
11 N 0.21
12 N 0.04
13 N 0.21
14 N 0.12
15 N 0.13
16 C -0.34
17 C -0.08
18 C -0.13
19 C -0.05
20 C -0.11
21 C 0.02
22 C -0.57
23 C -0.10
24 C -0.06
25 C 0.02
26 C -0.07
27 C -0.02
28 C -0.11
29 C -0.07
30 C -0.04
31 C -0.13
32 C -0.17
33 C -0.06
34 C -0.08
35 C -0.17
36 C -0.03
37 C -0.06
38 C -0.10
39 C -0.05
40 C -0.10
41 C -0.35
42 C -0.16
43 C -0.05
44 C -0.08
45 C -0.21
46 C -0.07
47 C -0.31
48 C -0.03
49 C -0.38
50 C -0.06
51 C 0.01
52 C -0.32
53 C -0.43
54 C -0.18
55 C -0.04
56 C -0.13
57 C -0.07
58 C -0.08
59 C -0.07
60 C -0.05
61 C -0.16
62 H 0.12
63 H 0.13
64 H 0.15
65 H 0.14
66 H 0.10
67 H 0.09
68 H 0.06
69 H 0.08
70 H 0.13
71 H 0.13
72 H 0.12
73 H 0.12
74 H 0.14
75 H 0.11
76 H 0.06
77 H 0.10
78 H 0.09
79 H 0.10
80 H 0.13
81 H 0.09
82 H 0.12
83 H 0.11
84 H 0.12
85 H 0.10
86 H 0.13
87 H 0.10
88 H 0.12
89 H 0.11

***

Here is a molecular structure, C27H29N6O2SSiZn from the Open Molecules 2025 dataset. Energies are from ωB97M-V with the def2-TZVPD basis set.

Total charge: -1
LUMO energy (Eh): 0.09534
E (a.u.): -3992.5518

Cartesian coordinates (Å):
Zn1 0.47 0.81 -0.80
S1 -1.28 2.07 -2.30
Si1 -1.45 0.22 1.77
O1 2.71 -0.07 -4.08
O2 1.87 0.82 -2.22
N1 -1.98 4.53 -1.76
N2 -0.25 -0.86 -2.41
N3 -0.42 3.73 -0.35
N4 -0.19 -0.34 0.76
N5 2.39 1.04 0.49
N6 0.44 2.78 0.03
C1 1.36 -2.09 0.12
C2 4.19 1.39 2.56
C3 4.37 0.37 1.62
C4 -3.17 -2.81 -1.46
C5 -2.82 -3.10 -3.82
C6 2.06 -3.24 0.41
C7 0.53 -0.72 -3.44
C8 -2.10 -1.97 -1.37
C9 -3.55 -3.37 -2.69
C10 -0.82 1.40 3.16
C11 -2.74 1.25 0.82
C12 1.25 3.06 1.00
C13 3.13 2.25 2.41
C14 1.22 4.39 1.71
C15 -1.34 -1.66 -2.52
C16 3.41 0.23 0.62
C17 1.96 -3.84 1.66
C18 -1.70 -2.25 -3.76
C19 -1.19 3.48 -1.38
C20 -2.54 -1.16 2.56
C21 0.28 -1.29 -4.70
C22 0.54 -1.45 1.08
C23 -0.87 -2.00 -4.88
C24 1.82 0.09 -3.24
C25 1.18 -3.23 2.62
C26 2.26 2.08 1.32
C27 0.51 -2.05 2.35
H1 1.42 -1.65 -0.87
H2 2.23 4.80 1.81
H3 -3.07 -3.58 -4.76
H4 2.69 -3.67 -0.35
H5 -2.73 4.34 -2.39
H6 -2.12 5.25 -1.06
H7 -3.74 -3.06 -0.57
H8 -3.04 0.80 -0.12
H9 0.61 5.07 1.12
H10 -3.63 1.37 1.43
H11 -0.05 -1.57 3.14
H12 -1.79 -1.54 -0.44
H13 1.09 -3.66 3.61
H14 -4.40 -4.02 -2.73
H15 -1.44 1.40 4.05
H16 -2.34 -2.13 2.11
H17 1.00 -1.13 -5.49
H18 0.20 1.16 3.45
H19 -1.15 -2.40 -5.85
H20 3.49 -0.55 -0.12
H21 4.89 1.52 3.37
H22 2.97 3.06 3.11
H23 -2.36 2.24 0.61
H24 -3.60 -0.96 2.44
H25 5.22 -0.28 1.67
H26 -2.36 -1.27 3.63
H27 -0.82 2.42 2.77
H28 2.48 -4.77 1.87
H29 0.78 4.30 2.71

List of Löwdin charges in e, atom by atom:
1 Zn 0.53
2 S 0.66
3 Si 0.43
4 O 0.02
5 O -0.09
6 N 0.05
7 N 0.10
8 N -0.04
9 N -0.14
10 N 0.10
11 N 0.00
12 C -0.08
13 C -0.07
14 C -0.05
15 C -0.07
16 C -0.05
17 C -0.11
18 C -0.19
19 C 0.01
20 C -0.10
21 C -0.16
22 C -0.19
23 C -0.28
24 C -0.02
25 C -0.03
26 C -0.20
27 C -0.11
28 C -0.14
29 C -0.15
30 C -0.93
31 C -0.18
32 C 0.01
33 C -0.39
34 C -0.01
35 C -0.63
36 C -0.11
37 C -0.22
38 C -0.07
39 H 0.08
40 H 0.07
41 H 0.10
42 H 0.10
43 H 0.06
44 H 0.08
45 H 0.10
46 H 0.00
47 H 0.06
48 H 0.02
49 H 0.08
50 H 0.07
51 H 0.09
52 H 0.09
53 H 0.02
54 H 0.01
55 H 0.11
56 H 0.01
57 H 0.11
58 H 0.11
59 H 0.10
60 H 0.10
61 H -0.01
62 H 0.01
63 H 0.10
64 H 0.01
65 H 0.00
66 H 0.08
67 H 0.08

***

Here is 2 unconnected molecules or ions with the total composition C3H11NOS2 from the Open Molecules 2025 dataset. Energies are from ωB97M-V with the def2-TZVPD basis set.

ΔE to the lowest compared entry with this formula, charge and spin (kcal/mol): 42.0
Total charge: 0
SMILES: CNCCSS.O
LUMO energy (Eh): 0.01588
E (a.u.): -1047.2005

Cartesian coordinates (Å):
S1 2.31 0.26 0.61
S2 3.36 -0.78 -0.87
O1 -0.19 -0.10 -2.74
N1 -0.95 0.81 1.12
C1 -2.30 0.99 0.51
C2 0.99 -0.85 1.33
C3 -0.28 -0.37 0.58
H1 1.19 -1.98 1.18
H2 0.89 -0.41 2.38
H3 0.01 -0.09 -0.47
H4 -2.37 1.18 -0.65
H5 -2.82 0.00 0.46
H6 -0.54 1.76 1.09
H7 -1.04 -1.15 0.70
H8 -2.93 1.72 1.05
H9 4.24 -1.46 -0.01
H10 0.70 0.32 -2.46
H11 -0.25 0.15 -3.79

List of Löwdin charges in e, atom by atom:
1 S 0.37
2 S 0.25
3 O -0.17
4 N -0.15
5 C -0.16
6 C -0.47
7 C -0.38
8 H 0.11
9 H 0.08
10 H 0.06
11 H 0.10
12 H 0.07
13 H 0.11
14 H 0.11
15 H 0.07
16 H -0.16
17 H 0.04
18 H 0.13

***

The highest LUMO energy belongs to which entry? C27H29N6O2SSiZn